Entry 1:
C22H35BrO2P2Ti | ωB97M-V/def2-TZVPD

```
63
C22H35BrO2P2Ti | the Open Molecules 2025 dataset | ωB97M-V/def2-TZVPD
H 3.9732 -4.1190 1.7700
H -4.7497 0.9232 -0.7015
H -1.3233 1.3127 -0.4676
C 0.1124 -0.0020 -1.8775
H 1.0377 5.6781 -1.0244
C 1.5735 -2.8661 1.7262
C 1.4622 0.4514 -1.2845
H 0.0995 4.1498 1.5794
H 3.2452 0.8685 3.1148
P 0.2659 3.3901 -0.7403
H 0.1738 -7.2701 2.4235
C 0.3405 1.3530 0.8623
C 1.8476 -4.3563 1.7682
C -4.2248 0.4550 -1.5362
C 1.5073 4.6906 -1.0810
C 1.0051 -6.5873 2.2683
C 3.3855 -6.1399 2.2609
H 0.2922 -0.2256 -2.9347
H 3.9778 -0.7971 3.1273
H -0.6556 3.4646 -2.9864
Ti 1.4120 -0.4590 2.2065
H -3.0566 3.4416 -0.9804
H -4.0880 -0.6198 -1.3699
H 4.3945 -6.4899 2.3731
H -3.1242 3.3021 -2.7274
H -0.6665 5.2895 0.4849
Br -0.9770 -4.7085 1.3695
H -4.8401 0.5541 -2.4267
H -0.8505 -0.9855 1.5107
C -1.0692 3.6918 -1.9940
H -1.7836 1.8442 1.0825
C 0.7424 -5.2755 1.8780
H -2.0062 -0.3793 -3.4827
H -1.5818 3.8283 0.9340
H 2.2836 4.6362 -0.3146
H -3.0101 0.8820 -4.1533
H 2.7468 -0.3295 4.3669
C -2.1700 0.7026 -3.4739
H -0.5019 -2.0613 -1.7880
H 2.1748 2.1578 0.0247
O 2.1602 -1.9390 0.9847
H 0.3906 2.1511 1.6299
C -2.5071 3.0502 -1.8534
H -1.2126 4.7905 -2.0075
H -2.4903 -0.2040 1.5139
H 2.0264 0.8073 -2.1831
C -0.5640 4.2050 0.7066
H 2.1013 -0.3963 -0.8332
C 1.1795 1.7799 -0.3868
C -1.1180 1.0859 0.6222
H -1.3026 1.2350 -3.8960
C -0.8259 -1.0811 -1.4079
C 3.1631 -4.8131 1.9235
O 0.7798 -2.2986 2.6116
C 3.0775 -0.2003 3.3225
H -2.5302 -1.9047 -0.4773
H -0.4304 0.9664 -1.9016
H 1.9081 4.5402 -2.0832
C -1.5669 -0.3332 0.9044
H 2.4984 -8.0290 2.7980
C 2.3315 -7.0046 2.4761
C -1.8530 -1.0200 -0.4725
P -2.5901 1.2172 -1.7773
```

Properties
* multiplicity: 3
* orbital gap (spin up / spin down): 4.156 / 6.244 eV
* electronic energy: -139203.331 eV
* largest force on an atom: 3.527 eV/Å

---

Entry 2:
C49H48Br3N7O14P2 | ωB97M-V/def2-TZVPD

```
123
C49H48Br3N7O14P2 | the Open Molecules 2025 dataset | ωB97M-V/def2-TZVPD
C -2.6881 7.4465 1.0842
H -11.0939 0.2046 1.1723
C 3.9234 3.9855 -2.2042
H -0.6274 -5.2325 -1.5503
H 2.3888 6.4786 -0.3057
C 7.3888 -4.1338 0.7794
C -0.8483 0.7285 -0.7517
C -2.6549 -4.7508 -0.8599
H 6.9499 -3.2363 0.3669
H 4.1785 0.7174 2.2853
C 1.0537 0.5845 -2.4883
H 0.6606 -3.9302 -0.1964
H -6.5159 -3.3931 -2.1094
Br -1.5861 -1.9941 3.6696
C -7.2924 0.1169 0.4901
H 6.3541 -3.3393 -3.3328
C -4.8792 6.9933 0.2380
O 0.4496 1.2335 3.2717
H 3.8202 -3.0785 -2.0587
H -2.8809 -5.7043 -1.3870
N 1.5703 1.0415 2.8491
H 6.2483 -2.7836 -5.0143
C 4.5406 -2.1164 -3.8366
C -7.8624 -0.8376 1.3190
C 3.4397 5.2683 -1.8308
O 7.4978 -1.8946 2.3123
H -3.3982 -1.4389 -3.3300
C 8.5327 -5.2795 2.5726
H -3.1881 2.3342 -1.6935
N -4.1538 -3.6630 -2.6063
C -3.7433 -3.6917 -1.1625
O -4.1318 -1.6454 1.7621
H -6.4051 -1.8707 -1.5944
C 0.3081 -1.4577 -1.2049
H 8.9850 -5.2746 3.5549
C 2.4954 0.0223 -2.5216
C -1.6710 0.0365 0.2052
C 4.0204 -2.0255 -2.3502
N -6.2976 -2.4470 -2.4344
O 8.5631 -2.9014 3.8905
C -1.1966 -4.3259 -1.2736
C -0.4016 -3.6557 -0.0669
H 0.0958 3.8164 -2.2925
H 4.4956 0.4775 -3.2827
H -2.0269 8.0154 1.7254
H -0.7815 -3.9856 0.9156
C 7.9344 -6.4658 0.5682
C 7.3720 -5.3090 0.0437
N -9.8384 -1.8252 2.4105
H -4.6476 -3.9863 -0.5836
H 3.3076 1.5929 7.0761
O -6.7139 8.2194 0.8924
N -4.3979 -1.3111 -3.1400
H -4.2354 -1.0903 2.5558
O -9.1032 -2.6569 2.9089
H 3.5586 6.1487 -2.4849
H 6.9226 -5.3227 -0.9414
H 5.6174 1.2230 6.2780
H 7.9250 -7.3816 -0.0109
C 3.6452 1.0162 -2.8126
C 8.5103 -6.4522 1.8326
C 2.6611 -1.3013 -2.3020
H -2.6390 -4.9621 0.2302
O -7.0203 6.6252 -0.5229
C -2.1768 6.4381 0.2767
O 1.8261 0.7828 1.6857
C 7.9746 -4.1302 2.0351
C -9.4520 1.1294 0.1579
P -1.1756 2.5524 -0.9969
Br 5.3449 -1.3479 -1.0714
C 1.4267 -2.1770 -1.9864
O 1.3592 -3.3354 -2.3342
H 1.4260 1.5241 5.4899
H -7.2377 -1.5983 1.7686
C 4.7922 1.1964 5.5765
H -6.2270 0.0950 0.2949
C -1.5544 -1.3754 0.4552
H 3.3475 1.8096 -3.5326
C 3.7210 2.8700 -1.3495
C 2.4343 1.3627 5.1333
O 0.7175 1.4262 -3.2893
H -5.0345 5.4025 -1.2066
C 3.9815 0.9099 3.3318
P -2.6193 -2.3283 1.6736
H -1.2870 -3.6146 -2.1219
H -4.4378 8.5166 1.6954
H 6.7277 -1.6288 -3.7617
H 4.4622 3.8568 -3.1555
O 4.1596 1.5774 -1.5967
C -8.0864 1.0974 -0.0921
C 2.6893 1.1105 3.7942
C -0.5537 -2.1204 -0.2743
C 3.0537 3.0958 -0.1099
H -10.0678 1.8961 -0.2945
C 6.0431 -2.4801 -3.9605
Br -2.9907 1.0981 1.1673
C -4.9006 -2.4246 -2.7630
H 4.3042 -1.2174 -4.4348
C 2.5872 4.3699 0.2919
C 0.1279 -0.0467 -1.4308
C -3.0227 5.7034 -0.5446
N 8.0142 -2.8804 2.8055
C -9.2281 -0.8014 1.5531
C -10.0294 0.1759 0.9842
O -2.4313 2.8119 -2.0824
H -1.1143 6.2233 0.2863
C 5.0364 0.9543 4.2306
N -6.3139 7.3025 0.2007
H 2.0580 4.5292 1.2461
C 3.4937 1.4032 6.0267
H -2.6213 4.9196 -1.1685
O -11.0430 -1.7849 2.5701
C -4.0463 7.7286 1.0667
H -3.3031 -3.5068 -3.1491
H 6.0492 0.7960 3.8826
C -4.3815 5.9784 -0.5648
H 8.9452 -7.3559 2.2398
H 2.9118 2.2393 0.5683
H -3.4588 -2.6524 -0.8906
H -7.6391 1.8385 -0.7437
C 2.7732 5.4845 -0.5898
O 0.1980 3.3763 -1.4254
H 3.9545 -2.9509 -4.2895
```

Properties
* orbital gap: 6.351 eV
* electronic energy: -319380.771 eV
* largest force on an atom: 3.963 eV/Å
* SMILES: [H]/N=C(/N)NCCCCc1c2c(c(P(O)O)c(Br)c1P(O)Br)C(=O)C(COc1ccccc1)=C([C@H](Br)CC)C2=O.O=[N+]([O-])c1ccccc1.O=[N+]([O-])c1ccccc1.O=[N+]([O-])c1ccccc1.O=[N+]([O-])c1ccccc1

---

Entry 3:
C4H33NO12 | ωB97M-V/def2-TZVPD

```
50
C4H33NO12 | the Open Molecules 2025 dataset | ωB97M-V/def2-TZVPD
H 4.3546 0.3251 -0.8796
C -0.0377 -1.0444 2.4682
H -4.3869 -0.8676 1.9525
H -1.1859 -1.4280 -3.5754
H -0.9289 0.1918 -2.1920
H 0.4238 -0.1660 2.9141
H -2.0693 -2.3596 2.0901
O 3.8736 -0.0193 -1.6523
H 2.4704 -2.6001 -2.6290
H -4.9637 1.2114 0.1457
C -0.3949 -0.2022 0.2357
H -2.6569 0.1828 2.6035
H 4.3783 2.4576 -0.2925
H 1.5678 1.7394 -2.8828
N -1.0304 -0.6870 1.4931
O -0.7085 -1.4535 -2.6958
H 4.4956 -0.1605 -2.3438
O -3.0592 1.1005 2.5970
H -2.8065 1.2458 1.7049
H 4.8593 1.9530 1.0998
H -0.7906 1.8257 -0.0009
H -0.5308 -1.5796 3.2648
H -2.2232 0.7770 -0.3066
H 0.6491 0.0010 0.3568
H -1.2082 -2.6785 0.7298
O -4.9141 0.7010 -0.6222
H 0.2332 -1.7140 -2.8200
O -5.0197 -1.3510 1.3746
H 0.7018 -1.7680 2.0872
H 2.5044 -3.5118 1.4563
H 3.2255 3.0274 -1.9800
O 2.5111 1.8842 -3.1865
C -1.7986 -1.8556 1.1634
H -4.9256 -0.2184 -0.2144
H 1.1685 -3.2695 0.8902
H -0.3699 -1.0370 -0.4562
O -0.8344 1.0525 -1.7956
O -0.9194 3.0822 2.3035
C -1.1818 0.9306 -0.4164
H -4.6315 -2.1640 1.0850
H 2.9655 4.1475 -0.8267
O 2.0871 -3.3537 0.6263
O 1.9697 -1.7853 -2.7203
O 3.6499 3.6554 -1.3034
H -0.9787 3.4054 3.1974
H 2.5497 -1.2158 -2.1575
O 4.9452 1.7598 0.1192
H -2.6039 -1.6578 0.4897
H 3.0413 1.2281 -2.7030
H -1.4664 2.2631 2.2039
```

Properties
* orbital gap: 9.750 eV
* electronic energy: -30743.211 eV
* largest force on an atom: 3.097 eV/Å
* SMILES: CN(C)CCO.O.O.O.O.O.O.O.O.O.O.O

---

Entry 4:
C3H7NO3 | ωB97M-V/def2-TZVPD

```
14
C3H7NO3 | the Open Molecules 2025 dataset | ωB97M-V/def2-TZVPD
C 0.0907 1.2338 1.3442
O -0.5122 -0.2690 -0.9827
C -0.2144 -0.6929 -2.2985
H 0.6345 -0.1252 -2.6933
H 0.4589 1.8666 0.5397
H 0.6584 -1.6534 0.0343
H 1.4556 -0.0765 -0.4001
H 0.0079 -1.7698 -2.3347
O -0.8965 0.8707 3.3158
C 0.5085 -0.5592 -0.0895
H -0.8365 -0.0084 2.9161
N -0.3998 1.7770 2.3852
O 0.1328 -0.1173 1.1861
H -1.0879 -0.4762 -2.9227
```

Properties
* orbital gap: 10.185 eV
* electronic energy: -10854.343 eV
* largest force on an atom: 0.724 eV/Å
* SMILES: COCO/C=N\O

---

What did the fourth record say?
C3H7NO3 | ωB97M-V/def2-TZVPD

```
14
C3H7NO3 | the Open Molecules 2025 dataset | ωB97M-V/def2-TZVPD
C 0.0907 1.2338 1.3442
O -0.5122 -0.2690 -0.9827
C -0.2144 -0.6929 -2.2985
H 0.6345 -0.1252 -2.6933
H 0.4589 1.8666 0.5397
H 0.6584 -1.6534 0.0343
H 1.4556 -0.0765 -0.4001
H 0.0079 -1.7698 -2.3347
O -0.8965 0.8707 3.3158
C 0.5085 -0.5592 -0.0895
H -0.8365 -0.0084 2.9161
N -0.3998 1.7770 2.3852
O 0.1328 -0.1173 1.1861
H -1.0879 -0.4762 -2.9227
```

Properties
* orbital gap: 10.185 eV
* electronic energy: -10854.343 eV
* largest force on an atom: 0.724 eV/Å
* SMILES: COCO/C=N\O

---

- Which of these has the lowest electronic energy?
  C49H48Br3N7O14P2

---

- Which of these has the highest largest force on an atom?
  C49H48Br3N7O14P2

---

- Which value of electronic energy does entry 2 give?
  -319380.771 eV